No. 1
Computed, not measured: C26H28MoN6O9S as an isolated structure, with ωB97M-V/def2-TZVPD.

Results
LUMO (spin up / spin down) ... -0.95 / -1.18 eV
Multiplicity ... 3
E_HOMO (spin up / spin down) ... -8.664 / -9.099 eV
Kohn-Sham gap (spin up / spin down) ... 7.713 / 7.915 eV

Atoms and positions in Å:
Mo -0.5925 0.1257 -1.2236
S 1.1324 -1.2385 -0.3076
O -2.7934 3.1836 -3.2230
O -0.8228 -2.2159 4.0920
O 0.1658 -1.8890 -2.5294
O -3.7625 0.9219 -0.6133
O -1.5650 -3.0743 -0.9427
O -1.6709 1.3506 -2.5999
O -2.8969 6.3412 0.0903
O -0.3461 0.3301 0.8592
O -3.3494 5.4758 -1.9032
N -0.3741 -0.1927 -4.2801
N -1.0917 2.1822 -0.3802
N 1.7129 0.0875 1.9915
N -0.8683 2.7526 0.8065
N -2.3354 -0.8828 -0.8911
N 0.0646 -1.5964 2.1158
C -2.8034 5.4339 -0.6960
C 3.9334 -2.3167 5.4087
C -0.1125 -0.5219 -7.0440
C 0.3208 -2.4284 -3.8209
C -1.4280 3.9638 0.8688
C 0.1828 -1.5553 -6.1728
C 1.5170 -1.9542 4.0980
C -0.5673 0.6779 -6.5129
C 2.5376 1.0485 1.2883
C -0.6996 0.7739 -5.1422
C 1.6345 -1.6224 5.4426
C -2.1677 2.5178 -2.4093
C 3.8109 -2.6653 4.0696
C -3.9022 -2.6420 -0.5332
C -3.5720 -0.2662 -0.6517
C 2.6096 -2.4680 3.4082
C 2.8484 -1.7862 6.0932
C 0.1657 -1.8903 3.4603
C 3.3498 1.8814 2.2694
C -2.4622 -2.2631 -0.8167
C 0.6379 -0.5327 1.2866
C 0.0364 -1.3376 -4.8075
C -2.0500 4.2017 -0.3433
C -1.8072 3.0394 -1.0791
C -4.6370 -1.3211 -0.4218
C 4.3092 1.0661 3.1243
H 4.9684 0.4615 2.4979
H 4.6559 -3.0846 3.5390
H 2.6608 2.4420 2.9120
H 3.8981 2.6300 1.6931
H 3.2075 0.5156 0.6089
H -0.0250 -2.5533 -1.8152
H -1.3788 4.5837 1.7477
H -0.8415 1.5150 -7.1386
H 1.3425 -2.7992 -3.9478
H -5.4221 -1.1723 -1.1621
H -0.8542 -1.8396 1.7659
H -0.3995 2.1582 1.4807
H 3.7780 0.3825 3.7876
H 0.5233 -2.5191 -6.5299
H 4.8766 -2.4605 5.9200
H -0.0030 -0.6531 -8.1125
H -0.3649 -3.2680 -3.9686
H -3.1892 4.6538 -2.4347
H -5.0809 -1.1400 0.5564
H 2.9433 -1.5179 7.1373
H 1.4828 0.3393 2.9421
H 1.9403 1.7369 0.6692
H -3.9148 -3.2383 0.3791
H 4.9318 1.7152 3.7407
H -1.0445 1.6875 -4.6850
H 2.5032 -2.7259 2.3621
H 0.7612 -1.2560 5.9668
H -4.2470 -3.2884 -1.3397

***

No. 2
Computed, not measured: HgI3O4P as an isolated structure, with ωB97M-V/def2-TZVPD.

Results
LUMO ... 5.86 eV
E_HOMO ... 2.269 eV
Total charge ... -4
Kohn-Sham gap ... 3.588 eV

Atoms and positions in Å:
Hg 0.7719 -21.9577 -15.5134
I 2.6721 -26.3674 -14.2189
I 2.8766 -18.6014 -12.8547
I 0.8901 -21.3110 -20.1949
P -3.4924 -22.6256 -13.4249
O -2.0342 -22.6418 -12.7162
O -4.2249 -23.8777 -12.8845
O -3.9197 -21.3265 -12.7797
O -2.9757 -22.6170 -14.8858

***

No. 3
Computed, not measured: C5H10N2O2 as an isolated structure, with ωB97M-V/def2-TZVPD.

Results
LUMO ... 0.90 eV
E_HOMO ... -8.947 eV
Kohn-Sham gap ... 9.847 eV

Atoms and positions in Å:
O 0.4157 -1.6559 -0.3998
O -1.1290 -0.7747 -2.2837
N 1.2909 1.0956 -0.2633
N -0.3842 -0.6332 0.1119
C -1.5541 -0.1506 -1.3957
C -1.2826 -1.1517 1.1294
C -0.4316 1.5615 1.2925
C 2.0889 0.4440 -1.2629
C 0.2706 0.6718 0.3139
H 2.5015 -0.5090 -0.9098
H 0.1475 2.4800 1.3751
H 0.1340 -1.7683 -1.3397
H 1.5038 0.2547 -2.1742
H 2.9117 1.1238 -1.5068
H -0.7498 -1.3512 2.0639
H -1.4348 1.8003 0.9260
H -2.0908 -0.4432 1.2925
H -1.7046 -2.0875 0.7572
H -0.5030 1.0936 2.2736

***

No. 4
Computed, not measured: a 7-piece molecular cluster, C31H58F5N8O6 overall, with ωB97M-V/def2-TZVPD.

Results
LUMO ... -2.13 eV
E_HOMO ... -10.636 eV
Total charge ... +1
Kohn-Sham gap ... 8.511 eV

Atoms and positions in Å:
F 6.0777 1.3513 0.6258
F 5.5874 -1.2793 -1.0018
F 4.0269 0.4287 0.4090
F 4.6696 2.3122 -0.8012
F 6.9698 0.3879 -1.5894
O 12.7945 2.7108 -2.3905
O -0.2253 -5.8235 3.3954
O -1.7493 -1.6376 1.6676
O -8.7415 1.9658 0.5050
O 1.4371 3.0218 4.9466
O -5.7002 0.5534 -3.1300
N -1.1331 -0.1557 -3.2943
N -10.9066 1.4296 0.7337
N 0.7027 -6.8806 1.6504
N 2.1337 3.2173 2.8375
N 10.8328 1.7975 -1.8071
N -7.8654 0.0153 -2.9039
N -1.2870 -0.1275 3.2573
N 0.2853 -0.3937 -1.4715
C 3.7780 2.6637 4.5792
C 2.2925 -2.8295 0.1188
C 0.1299 -0.4976 -3.8946
C 0.7686 -6.3285 2.8934
C -1.0300 -0.1038 -1.9024
C -0.7337 -2.4795 3.6737
C 3.0779 3.2101 1.7436
C -0.7967 0.3591 4.5352
C -7.1356 2.2577 -2.2436
C 2.3668 2.9798 4.1571
C -2.2043 0.2736 -0.8989
C 2.0963 -6.3691 3.6058
C -12.2964 1.6515 1.0822
C 4.9119 0.2435 -2.8284
C 0.8369 -0.4519 -0.0993
C -9.2541 0.2348 -2.5562
C -3.6319 -0.1584 -1.4658
C 5.5882 0.0732 -1.4180
C -10.1695 3.6740 1.3910
C 9.4663 1.3606 -2.0072
C -1.2945 -1.4007 2.7867
C 11.1140 2.6522 -4.0926
C 2.5296 -0.9649 -2.9280
C 5.0638 1.0685 -0.2977
C 11.6587 2.3981 -2.7099
C 3.3319 0.4144 -2.7852
C -9.8711 2.3025 0.8441
C 1.7686 -7.5181 0.9044
C -6.8331 0.8892 -2.7912
C 1.5904 -1.8257 0.1168
C 0.9816 -0.6264 -2.7026
H 2.7572 2.4545 1.0247
H 0.3172 -2.2741 3.8892
H 3.0655 4.1923 1.2669
H -10.6425 0.5287 0.3616
H -1.9976 0.0493 -3.8098
H 5.2146 -0.6536 -3.4666
H -9.8626 0.0905 -3.4513
H 2.8473 -5.8275 3.0263
H 2.6846 -3.8757 -0.0035
H 1.1659 3.4171 2.6297
H -4.3347 0.7216 -1.4278
H 5.3713 1.1465 -3.3345
H 9.1161 1.5634 -3.0163
H -7.8552 2.7658 -2.8893
H -2.1937 1.4169 -0.8344
H -7.5995 -0.8847 -3.2773
H 10.8358 1.7066 -4.5633
H -1.6783 0.5435 2.6118
H -3.5829 -0.4659 -2.5580
H -1.6217 0.8429 5.0604
H -12.9055 1.5067 0.1881
H 4.4355 3.5019 4.3389
H 11.2552 1.6550 -0.9010
H -10.5673 3.5924 2.4045
H 3.8104 2.4947 5.6533
H 1.4734 -8.5461 0.6867
H 0.0259 -0.4140 0.6838
H 3.0458 1.0626 -3.6818
H -7.5357 2.1732 -1.2300
H 4.0895 2.9849 2.0724
H 0.4324 -0.6248 -4.9642
H -1.9933 -0.0854 0.1573
H 2.7054 -7.5244 1.4558
H -12.5854 0.9189 1.8377
H 2.0039 -5.8963 4.5813
H 11.8748 3.1329 -4.7038
H -0.8025 -3.4431 3.1727
H 2.5945 -1.3641 -3.9923
H -12.4647 2.6522 1.4713
H -9.2554 4.2630 1.4238
H 2.8963 -1.7626 -2.2184
H -6.2228 2.8501 -2.2089
H -0.3950 -0.4370 5.1565
H -9.4234 1.2347 -2.1651
H 1.5918 0.3753 0.0765
H -0.0143 1.0935 4.3385
H -9.5424 -0.4999 -1.8017
H 1.9076 -6.9769 -0.0341
H 10.2453 3.3119 -4.0357
H 9.4159 0.2870 -1.8179
H -3.9974 -1.0437 -0.8579
H 2.4105 -7.4049 3.7499
H 2.9264 0.9531 -1.8806
H -10.8889 4.1837 0.7466
H -1.3040 -2.5301 4.6032
H -0.2124 -6.8219 1.2267
H 8.8286 1.8839 -1.2929
H 4.1245 1.7593 4.0739

***

Number 1: E -67477.97636 eV. Number 2: E -45951.92298 eV. Number 3: E -12419.18697 eV. Number 4: E -70874.07033 eV.